Below is a cluster of 10 separate species, C4H28O11 in total, with properties calculated with ωB97M-V with the def2-TZVPD basis set.

Calculated values
- ΔE to the lowest compared entry with this formula, charge and spin: 48.7 kcal/mol
- E_tot: -27123.89363 eV

Last column: natural (NBO) charge in e.
CARTESIAN COORDINATES (ANGSTROEM)
O  0.44622  -1.98401  2.19122  -0.7781
C  1.75490  -1.64952  1.68782  -0.0706
C  1.93145  -0.15012  1.50960  -0.4466
C  1.17389  0.40524  0.38207  -0.4625
C  0.32713  1.64936  0.83552  -0.0737
O  -0.73232  1.16715  1.67194  -0.7758
H  -0.07533  -1.87404  1.38910  0.4982
H  2.53263  -1.95569  2.49177  0.1734
H  1.94718  -2.34111  0.83503  0.1900
H  1.47944  0.24873  2.48046  0.2098
H  3.00153  0.12033  1.50724  0.2039
H  0.43671  -0.33893  -0.01135  0.2378
H  1.83339  0.64200  -0.45862  0.2136
H  -0.17133  2.18749  -0.00922  0.1953
H  0.93021  2.42554  1.35639  0.1717
H  -0.91190  1.79744  2.39576  0.5036
O  -0.38593  -2.13609  -0.44143  -1.0080
H  -0.10665  -1.54095  -1.14716  0.5137
H  -1.25765  -2.48565  -0.44291  0.5019
O  -1.48254  -0.87154  3.43826  -0.9798
H  -0.88371  -1.54743  3.70242  0.5010
H  -1.06379  -0.30193  2.71290  0.5036
O  1.87093  1.12402  -3.66189  -0.9322
H  1.52483  2.00554  -3.47485  0.4780
H  2.55067  1.13247  -3.05151  0.4813
O  -0.03222  -0.41819  -2.57705  -0.9749
H  0.76279  0.11389  -2.82584  0.5072
H  -0.70250  0.15202  -2.31774  0.4510
O  -2.44810  -2.18609  1.33104  -0.9725
H  -2.17102  -1.72728  2.14230  0.5076
H  -3.42225  -2.19166  1.34346  0.4902
O  -0.87019  2.08638  -2.23882  -0.9325
H  -1.62918  2.66291  -2.26469  0.4847
H  -1.19946  1.38695  -1.71256  0.4514
O  -3.27914  0.46413  -2.19947  -0.9766
H  -3.22225  0.65365  -1.27170  0.4959
H  -2.74581  -0.27437  -2.40558  0.4610
O  3.78181  1.35938  -1.78453  -0.9414
H  4.04687  0.51833  -1.53222  0.4802
H  3.70505  1.89317  -0.98647  0.4863
O  -2.75220  0.04631  0.25829  -1.0438
H  -2.43957  -0.89153  0.48263  0.4913
H  -2.05257  0.62370  0.67040  0.4856

Below is a cluster of 12 separate species, C4H29NO11 in total, with properties calculated with ωB97M-V with the def2-TZVPD basis set.

Calculated values
- ΔE to the lowest compared entry with this formula, charge and spin: 37.3 kcal/mol
- E_tot: -28631.75936 eV

Last column: natural (NBO) charge in e.
CARTESIAN COORDINATES (ANGSTROEM)
C  -3.57301  -0.88753  1.44413  0.0109
N  -2.45653  -1.31986  1.06430  -0.4864
C  -1.78325  -0.88339  -0.09459  0.1599
C  -2.10693  -1.33468  -1.31535  -0.5029
C  -0.58924  -0.01573  0.17887  -0.6528
H  -3.97350  -1.26948  2.37261  0.1640
H  -4.14264  -0.08324  0.96289  0.1905
H  -2.96320  -2.00057  -1.54336  0.2036
H  -1.52782  -1.07084  -2.24949  0.2197
H  -0.80224  0.62517  0.99948  0.2265
H  -0.34026  0.59438  -0.73956  0.2117
H  0.26163  -0.62130  0.43180  0.2297
O  0.21429  -3.16568  0.25061  -0.9859
H  0.45803  -2.68991  -0.56450  0.5042
H  -0.71017  -3.12790  0.25214  0.4810
O  1.16157  -1.90661  -1.92022  -1.0033
H  1.36405  -2.48330  -2.71015  0.4960
H  0.77426  -1.07464  -2.33397  0.5296
O  3.00231  0.78280  1.26112  -0.9854
H  3.03532  -0.04863  0.86865  0.5037
H  2.37749  0.75742  1.98706  0.5111
O  2.71824  2.76125  -0.38152  -1.0048
H  3.63408  2.85950  -0.73020  0.4881
H  2.73698  1.96224  0.25246  0.5178
O  2.82176  -1.64343  0.17075  -1.0014
H  2.34842  -2.27702  0.77988  0.4883
H  2.31912  -1.68955  -0.70356  0.5059
O  0.67277  2.59962  -1.96996  -1.0090
H  1.53813  2.62578  -1.40024  0.5238
H  0.67361  3.37018  -2.47372  0.4842
O  1.07710  0.31224  3.07508  -0.9923
H  0.69644  -0.53850  2.91581  0.5063
H  0.50667  0.75610  3.69293  0.4767
O  -0.69636  3.05778  0.27974  -0.9757
H  -0.29752  2.92299  -0.57238  0.4928
H  0.01481  2.82135  0.93053  0.4814
O  -3.10214  1.84078  0.43425  -0.9694
H  -2.24012  2.20958  0.43798  0.4945
H  -3.41971  2.01976  -0.41006  0.4602
O  0.21689  0.25906  -3.20619  -1.0006
H  0.36552  1.12434  -2.70592  0.5216
H  0.47793  0.39333  -4.11726  0.4842
O  -0.04412  -2.07147  2.69255  -0.9889
H  -0.97917  -1.91974  2.48495  0.4940
H  0.28048  -2.53271  1.92158  0.4970

Below is a cluster of 11 separate species, C4H29NO11 in total, with properties calculated with ωB97M-V with the def2-TZVPD basis set.

Calculated values
- ΔE to the lowest compared entry with this formula, charge and spin: 109.9 kcal/mol
- E_tot: -28628.60983 eV

Last column: natural (NBO) charge in e.
CARTESIAN COORDINATES (ANGSTROEM)
C  0.72205  -0.98845  -2.86137  -0.4395
N  0.77492  0.48791  -2.50558  -0.6302
C  -0.47738  1.15929  -1.97435  -0.1738
C  -1.58620  1.45670  -3.02837  -0.6249
C  -0.99756  0.34067  -0.85651  0.4469
O  -2.09584  0.55536  -0.42195  -0.5468
H  0.40732  -1.17698  -3.81175  0.1792
H  1.88176  -1.18038  -2.78954  0.2160
H  0.27782  -1.63568  -2.07596  0.2063
H  1.06875  0.88408  -3.35872  0.3584
H  -0.16779  2.15683  -1.56274  0.2389
H  -1.72380  0.62499  -3.60009  0.2038
H  -2.61163  1.56760  -2.52708  0.2186
H  -1.51374  2.26330  -3.66593  0.2132
H  -0.29306  -0.30023  -0.47804  0.1301
O  1.16398  1.66873  1.26154  -0.9182
H  0.40769  1.17342  1.17627  0.4676
H  0.89473  2.29684  1.79565  0.4671
O  3.09487  -0.09046  1.68697  -0.9830
H  2.40338  0.44599  1.96270  0.4871
H  3.85808  0.63490  1.75581  0.4932
O  -0.82475  3.76070  0.70423  -0.9541
H  -1.30801  3.82988  -0.09921  0.4687
H  -1.41451  3.24980  1.27663  0.4830
O  0.36754  -2.22128  3.04324  -1.0125
H  -0.18571  -2.53696  3.74223  0.4864
H  -0.13870  -1.70594  2.31069  0.5237
O  3.98668  1.61603  -0.51150  -0.9492
H  3.49461  2.49784  -0.67702  0.4684
H  3.26225  1.05106  -0.35854  0.4809
O  0.30235  -3.98196  0.93954  -0.9937
H  0.08726  -3.87697  1.82568  0.4844
H  1.19865  -3.64931  0.74418  0.5183
O  -3.44660  2.94918  0.92632  -0.9570
H  -3.86789  2.75725  0.09002  0.4879
H  -3.57757  2.28065  1.54668  0.4758
O  -1.82948  -2.88103  0.07152  -1.0017
H  -2.23277  -3.22895  -0.64921  0.4539
H  -1.05391  -3.49905  0.16740  0.5030
O  -1.49476  -0.46746  2.19557  -0.9819
H  -2.22881  -0.42357  2.76223  0.4732
H  -1.99136  -0.81553  1.32835  0.5221
O  2.49753  -2.76913  1.35432  -0.9953
H  3.00036  -1.90308  1.13311  0.5123
H  1.90929  -2.37660  2.01255  0.4936

| no. | molecular weight (g mol⁻¹) | HOMO (eV) |
| --- | --- | --- |
| 1 | 252.26 | -10.336 |
| 2 | 267.27 | -8.780 |
| 3 | 267.27 | -9.282 |